[1]
{
  "formula": "C9H14O",
  "method": "wB97M-V/def2-TZVPD",
  "species": ["C", "C", "C", "C", "C", "O", "C", "C", "H", "H", "H", "H", "H", "H", "H", "H", "C", "C", "H", "H", "H", "H", "H", "H"],
  "coordinates": [[0.0733, -2.0498, 2.6536], [0.1633, -1.5518, 1.2725], [-0.3911, -0.2959, 1.0880], [-0.0475, 0.1697, -0.1971], [0.6175, -0.5717, -1.1585], [0.6562, -0.3302, -2.4443], [0.9887, -1.8609, -0.8544], [0.9240, -2.3334, 0.3975], [0.2190, -3.1169, 2.7064], [-0.8194, -1.7283, 3.0775], [0.8676, -1.5465, 3.1281], [-0.9971, 0.1998, 1.8311], [-0.4903, 1.0941, -0.5658], [0.2480, 0.5124, -2.5641], [1.3705, -2.4427, -1.5561], [1.4404, -3.1832, 0.7884], [-0.7840, 3.5284, -1.0666], [-1.5255, 3.5807, 0.3765], [-0.9153, 2.4758, -1.5757], [-1.2833, 4.1912, -1.7678], [0.1401, 4.0156, -1.0306], [-2.4013, 2.9417, 0.2745], [-1.7617, 4.5802, 0.6062], [-0.9790, 2.9562, 1.1330]],
  "smiles": "Cc1ccc(O)cc1.CC",
  "max_force_ev_per_a": 4.5,
  "orbital_gap_ev": 8.86,
  "homo_energy_ev": -8.01,
  "relative_energy_ev": 2.208,
  "energy_ha": -426.4916,
  "charge": 0
}



[2]
{
  "formula": "C37H50N6W",
  "method": "wB97M-V/def2-TZVPD",
  "species": ["W", "C", "C", "C", "C", "C", "C", "C", "C", "C", "C", "H", "H", "H", "H", "H", "H", "H", "H", "H", "H", "H", "H", "H", "H", "H", "C", "C", "C", "C", "C", "C", "C", "C", "C", "C", "C", "C", "N", "C", "C", "C", "C", "C", "N", "C", "C", "C", "C", "H", "H", "H", "H", "H", "H", "H", "H", "H", "H", "H", "H", "H", "H", "H", "H", "H", "H", "H", "H", "H", "H", "H", "H", "H", "H", "H", "H", "H", "N", "C", "C", "N", "C", "C", "N", "C", "C", "N", "H", "H", "H", "H", "H", "H"],
  "coordinates": [[0.1466, -0.6702, -0.2331], [-0.7934, -2.7656, 0.0464], [-1.2579, -2.2333, -1.2158], [-2.0470, -1.0834, -0.9204], [-2.1975, -1.0106, 0.4867], [-1.4029, -2.0049, 1.0872], [-1.4879, -2.4168, 2.5210], [-3.2463, -0.2126, 1.1664], [-2.7728, -0.2394, -1.9182], [-1.4498, -3.0027, -2.4941], [-0.1482, -4.0996, 0.2896], [-0.6949, -3.1075, 2.7970], [-2.4398, -2.9392, 2.6521], [-1.4781, -1.5692, 3.2045], [-3.3766, 0.7555, 0.6963], [-3.0771, -0.0961, 2.2293], [-4.1837, -0.7636, 1.0331], [-2.8965, 0.7831, -1.5624], [-3.7657, -0.6532, -2.1083], [-2.2320, -0.1926, -2.8617], [-1.8477, -2.3661, -3.2775], [-2.1960, -3.7731, -2.2836], [-0.5771, -3.5021, -2.8979], [-0.7777, -4.6789, 0.9661], [0.8396, -4.0221, 0.7459], [-0.0574, -4.6745, -0.6272], [-2.1542, 4.5033, 1.9466], [-2.6558, 3.0614, 1.7609], [-4.1705, 3.0486, 1.9887], [-1.8798, 2.1229, 2.6796], [-2.3230, 2.0527, 3.9985], [-1.7213, 1.2402, 4.9389], [-0.5688, 0.5585, 4.5978], [-0.0431, 0.6405, 3.3146], [1.3676, 0.1308, 3.0725], [1.4860, -1.2770, 2.5040], [2.2548, 0.2494, 4.3159], [-0.7596, 1.3367, 2.3206], [-0.3776, 1.1503, 0.9277], [-0.3407, 2.1973, 0.1423], [-0.0754, 2.0800, -1.2154], [0.0578, 3.1048, -2.1427], [0.4446, 2.4997, -3.3242], [0.5739, 1.1239, -3.0931], [0.2362, 0.8387, -1.7917], [1.1235, 0.1804, -4.1471], [0.3896, -1.1503, -4.1522], [0.9820, 0.8049, -5.5403], [2.6222, -0.0334, -3.8851], [-2.6144, 5.1693, 1.2160], [-1.0699, 4.5949, 1.8667], [-2.4228, 4.8628, 2.9409], [-2.4975, 2.7717, 0.7187], [-4.4393, 3.5145, 2.9367], [-4.5903, 2.0438, 1.9805], [-4.6581, 3.6285, 1.2049], [-3.1881, 2.6323, 4.2897], [-2.1193, 1.1806, 5.9426], [-0.0341, 0.0049, 5.3576], [1.7897, 0.8043, 2.3475], [1.0563, -2.0182, 3.1777], [2.5337, -1.5361, 2.3370], [0.9646, -1.4039, 1.5308], [2.0119, -0.4988, 5.0710], [2.1601, 1.2335, 4.7731], [3.3006, 0.1003, 4.0400], [-0.4630, 3.1927, 0.5504], [-0.1104, 4.1544, -1.9581], [0.6350, 2.9929, -4.2605], [-0.6446, -1.0139, -4.4741], [0.3864, -1.5902, -3.1623], [0.8665, -1.8452, -4.8461], [-0.0528, 1.0733, -5.7559], [1.3050, 0.0825, -6.2908], [1.6025, 1.6930, -5.6564], [2.7868, -0.5091, -2.9212], [3.1542, 0.9195, -3.8946], [3.0492, -0.6693, -4.6630], [3.9302, -2.5998, -1.2492], [3.2019, -3.5613, -1.9005], [1.9029, -3.1798, -1.7984], [1.8129, -2.0076, -1.0778], [3.0647, -1.6896, -0.7816], [3.2857, -0.3949, -0.2097], [2.2163, 0.3033, 0.1099], [2.6729, 1.5740, 0.4116], [4.0229, 1.6026, 0.2986], [4.4019, 0.3374, -0.0946], [4.9326, -2.5955, -1.1479], [3.6578, -4.4139, -2.3714], [1.0504, -3.6805, -2.1995], [2.0221, 2.3752, 0.7054], [4.7313, 2.3950, 0.4607], [5.3454, 0.0448, -0.2924]],
  "max_force_ev_per_a": 1.2,
  "orbital_gap_ev": 6.56,
  "homo_energy_ev": -12.86,
  "energy_ha": -1835.0994,
  "charge": 2
}



[3]
{
  "formula": "C23H25N5O3PPtS2Te",
  "method": "wB97M-V/def2-TZVPD",
  "species": ["Pt", "N", "C", "C", "C", "C", "C", "C", "S", "N", "C", "C", "C", "C", "C", "C", "N", "H", "H", "H", "H", "H", "H", "H", "H", "H", "N", "C", "N", "C", "C", "C", "C", "C", "C", "S", "H", "H", "H", "H", "H", "H", "C", "C", "O", "P", "O", "Te", "O", "C", "C", "H", "H", "H", "H", "H", "H", "H", "H", "H", "H"],
  "coordinates": [[0.3924, -0.4459, -0.9430], [-0.0286, 1.1146, 3.0891], [0.0923, 0.1530, 4.1222], [0.1536, 0.5581, 5.4426], [0.2653, -0.3876, 6.4535], [0.3343, -1.7339, 6.1375], [0.2926, -2.1355, 4.8075], [0.1593, -1.1922, 3.8025], [0.0525, -1.7196, 2.1214], [0.4023, -0.2826, 1.2526], [0.2626, 0.8845, 1.7885], [0.3741, 2.1058, 0.9276], [0.7879, 3.3417, 1.3967], [0.7313, 4.4213, 0.5260], [0.2755, 4.2223, -0.7675], [-0.0557, 2.9332, -1.1613], [-0.0042, 1.9037, -0.3255], [-0.1844, 2.0673, 3.3698], [0.1064, 1.6143, 5.6840], [0.3041, -0.0647, 7.4847], [0.4219, -2.4757, 6.9196], [0.3480, -3.1870, 4.5523], [1.1720, 3.4613, 2.4017], [1.0364, 5.4046, 0.8582], [0.1879, 5.0460, -1.4623], [-0.3744, 2.7087, -2.1750], [2.3851, -2.7448, 0.0614], [2.9902, -1.6361, -0.3625], [2.3642, -0.6393, -0.9422], [3.2569, 0.3550, -1.3777], [2.9292, 1.4999, -2.0897], [3.9439, 2.3720, -2.4452], [5.2704, 2.1133, -2.1004], [5.6057, 0.9669, -1.4002], [4.5838, 0.0982, -1.0480], [4.7053, -1.4279, -0.2063], [1.3962, -2.8417, -0.1074], [2.9076, -3.5210, 0.4232], [1.9009, 1.6752, -2.3731], [3.7058, 3.2655, -3.0074], [6.0474, 2.8059, -2.3936], [6.6344, 0.7514, -1.1439], [-5.0048, 0.7195, -3.2096], [-3.8792, 0.3700, -2.2719], [-3.4432, -0.9844, -2.5740], [-2.0239, -1.4628, -2.0780], [-1.7292, -1.0032, -0.6588], [-0.1767, -0.7611, -3.4387], [-2.0980, -3.0148, -2.3010], [-3.1462, -3.8109, -1.6610], [-4.1322, -4.2779, -2.7018], [-5.4545, 1.6643, -2.9031], [-5.7748, -0.0514, -3.1813], [-4.6482, 0.8158, -4.2344], [-4.1913, 0.4038, -1.2291], [-3.0331, 1.0513, -2.3946], [-3.6298, -3.2191, -0.8824], [-2.6329, -4.6454, -1.1894], [-4.7043, -3.4409, -3.1000], [-4.8219, -4.9966, -2.2567], [-3.6084, -4.7645, -3.5243]],
  "max_force_ev_per_a": 2.4,
  "orbital_gap_ev": 7.32,
  "homo_energy_ev": -10.13,
  "relative_energy_ev": 0.868,
  "energy_ha": -2915.9727,
  "charge": 1
}